The following is a quantum chemistry calculation of a structure of composition C21H47F5IrOSb3Si3Te, from OMol25.

Computed properties:
charge	+3
multiplicity	2
HOMO energy (spin up / spin down)	-15.6 / -15.7	eV
energy above the lowest of the compared OMol25 structures with the same formula, charge and spin	0.00	kcal per mole

```
82
C21H47F5IrOSb3Si3Te (the ωB97M-V functional and the def2-TZVPD basis)
Ir -0.86017 -1.52092 0.24482
C 2.42951 -1.49996 3.32741
Sb 0.63806 -0.39123 2.96131
C 0.99382 1.06980 4.52427
C -0.78961 -1.75172 4.11589
C -0.62653 -3.06938 3.55562
C 0.19754 -4.00485 4.19796
C 0.34377 -5.28251 3.70532
C -0.28838 -5.65747 2.50506
C -1.06147 -4.75501 1.82739
C -1.27673 -3.44554 2.32696
C -2.15133 -2.55542 1.61944
Sb -0.02669 -2.75233 -1.89221
C -1.13967 -3.34012 -3.60723
C 1.44027 -4.27171 -1.69088
H 2.29587 -2.53433 3.02016
H 2.65340 -1.44296 4.39185
H 3.23760 -1.04875 2.75551
H 0.88843 0.54476 5.47320
H 0.29056 1.89762 4.48604
H 2.01231 1.44199 4.43391
H -1.76225 -1.28596 3.99663
H -0.40744 -1.63945 5.12796
H 0.69046 -3.72397 5.11977
H 0.94243 -6.00150 4.24817
H -0.17091 -6.66537 2.13112
H -1.55810 -5.05095 0.91046
H -2.68959 -1.83672 2.23780
H -2.84881 -3.09853 0.97637
H -1.70245 -4.23904 -3.35588
H -0.42772 -3.56133 -4.39872
H -1.82766 -2.55563 -3.91066
H 0.94916 -5.22259 -1.48823
H 2.12555 -4.02436 -0.88349
H 1.97280 -4.31310 -2.63870
F 1.63791 -1.36955 0.37486
Te 1.23023 0.08835 -1.09958
F 1.23826 -1.76180 -3.10404
F -0.45330 0.34500 -2.41003
F 2.58427 0.96921 0.03427
F 1.46247 1.95854 -1.87116
O 0.01654 0.78121 0.13446
C -3.10285 1.47542 2.12733
Si -3.24218 1.67280 0.25567
C -4.33001 3.07848 -0.34359
C -3.33584 0.06986 -0.74517
Sb -0.78688 2.67179 -0.39799
Si 1.90989 4.45740 0.38024
C 1.96754 3.63622 2.04897
C 0.80869 5.94902 0.17978
C 3.23857 4.16231 -0.87479
Si 0.88026 1.05396 -4.62401
C -0.08130 2.63398 -4.41550
C 2.71210 0.87821 -4.35726
C -0.02243 -0.23514 -5.60546
H -3.98620 0.97977 2.53859
H -3.03347 2.45310 2.60593
H -2.22021 0.89384 2.40394
H -5.37411 2.89761 -0.07860
H -4.28157 3.19365 -1.42686
H -4.03274 4.02306 0.11392
H -4.27761 -0.45894 -0.58621
H -2.51259 -0.62265 -0.44868
H -3.22921 0.27423 -1.80990
H 1.04854 3.78908 2.61366
H 2.79725 4.04449 2.63499
H 2.14669 2.56806 1.92256
H -0.03968 5.93884 0.86375
H 0.43516 6.04850 -0.83978
H 1.38947 6.85224 0.39763
H 3.55198 3.11985 -0.85470
H 4.11268 4.78369 -0.65672
H 2.89160 4.40145 -1.87951
H 0.39634 3.31712 -3.71804
H -1.08396 2.40603 -4.05452
H -0.17686 3.14028 -5.38098
H 3.22516 1.83785 -4.42589
H 3.13078 0.20640 -5.10889
H 2.92883 0.45217 -3.38061
H -1.06895 -0.30078 -5.30899
H 0.44229 -1.21460 -5.51443
H 0.00241 0.04895 -6.66306
```

Formally, the Löwdin partial charges of the atoms, in units of the elementary charge, are as follows: 0.5961 -0.2628 1.5001 -0.2757 -0.2415 -0.2803 -0.0255 0.0066 -0.0298 -0.0367 -0.2561 -0.1508 1.4162 -0.2289 -0.2217 0.0095 0.0325 0.0214 0.0224 0.0045 0.0147 0.0602 0.0804 0.1328 0.1320 0.1245 0.1199 0.0773 0.0920 0.0294 0.0353 0.0192 0.0301 0.0250 0.0372 -0.6575 1.7160 -0.5441 -0.6131 -0.4846 -0.6058 -1.0774 -0.2124 0.4575 -0.2199 -0.1972 1.2646 0.7601 -0.1950 -0.2125 -0.1650 0.8793 -0.1707 -0.1564 -0.1608 0.0479 0.0429 -0.0240 0.0481 0.0389 0.0387 0.0576 -0.0693 0.0417 0.0386 0.0628 0.0079 0.0384 0.0408 0.0574 0.0245 0.0637 0.0448 0.0210 0.0378 0.0599 0.0593 0.0623 0.0033 0.0462 0.0305 0.0636

---

The following is a quantum chemistry calculation of a structure of composition C21H47FeNO2SSi2, from OMol25.

Computed properties:
multiplicity	5
HOMO energy (spin up / spin down)	-7.3 / -8.1	eV
energy above the lowest of the compared OMol25 structures with the same formula, charge and spin	8.21	kcal per mole

```
75
C21H47FeNO2SSi2 (the ωB97M-V functional and the def2-TZVPD basis)
O -0.83389 -0.72701 -3.22191
O -2.37360 -3.83084 -3.96037
C -1.28247 0.57987 -3.61267
C -0.26645 1.70803 -3.50284
H -2.17209 0.80939 -3.00138
H -1.61962 0.43377 -4.65053
H -0.01022 1.90731 -2.45590
H -0.68400 2.63895 -3.90303
H 0.62949 1.44491 -4.07634
C 0.56363 -0.87913 -2.88696
C 1.35571 -1.53898 -3.99568
H 0.56844 -1.44568 -1.94391
H 1.05850 0.08787 -2.68588
H 0.96263 -2.52905 -4.22604
H 2.38930 -1.61355 -3.66819
H 1.31187 -0.94247 -4.91343
C -2.20986 -5.21476 -3.63271
C -2.65545 -3.61575 -5.34443
C -0.75397 -5.63430 -3.55578
H -2.72285 -5.86016 -4.36965
H -2.69493 -5.31961 -2.65613
H -0.26541 -5.60583 -4.53380
H -0.67696 -6.66857 -3.21464
H -0.19400 -5.00868 -2.85524
C -1.62863 -4.20845 -6.31085
H -2.70010 -2.52439 -5.46706
H -3.66128 -4.03617 -5.56109
H -0.60553 -3.88670 -6.06931
H -1.84258 -3.88831 -7.33960
H -1.67674 -5.30383 -6.29503
H -2.57765 -1.91773 -2.45646
Fe -0.62804 0.37618 1.33786
C -3.10848 -2.23444 -1.52007
Si -4.92515 -2.60531 -1.87114
H -2.54785 -3.09522 -1.14353
H -2.99971 -1.42120 -0.77975
C -5.52020 -1.54046 -3.32131
C -6.08463 -2.24759 -0.41712
C -5.43098 -4.35253 -2.40526
C -1.60802 1.39801 0.10266
Si -2.26246 2.24184 1.64733
H -2.28234 0.84442 -0.55497
H -0.94720 2.00860 -0.54737
C -4.03203 1.71860 2.04774
C -2.34746 4.08908 1.25819
C -1.17412 2.02248 3.20234
H -6.47317 -4.26525 -2.76103
H -5.41525 -5.06118 -1.56320
H -4.81872 -4.74348 -3.23113
H -5.50612 -0.47490 -3.04669
H -6.55735 -1.84122 -3.55295
H -4.89105 -1.70896 -4.20806
H -5.78538 -1.35908 0.15695
H -6.14455 -3.11649 0.25803
H -7.09231 -2.07125 -0.82862
H -2.77041 4.23891 0.25414
H -1.35239 4.55497 1.28917
H -2.99230 4.59904 1.98905
H -0.21716 2.56257 3.16407
H -0.99023 0.98367 3.54618
H -1.78630 2.49419 3.98623
H -4.43700 2.34879 2.85268
H -4.07708 0.67217 2.37687
H -4.67158 1.83204 1.16146
S 0.79453 -1.14780 2.20229
C 1.65636 0.29077 1.85202
C 2.77382 0.81046 2.51080
C 3.38537 1.97148 2.03247
C 2.82619 2.65403 0.94924
C 1.60453 2.21509 0.41855
N 1.01579 1.07721 0.89098
H 3.13486 0.27648 3.38385
H 4.29581 2.34951 2.51012
H 3.29406 3.54651 0.53735
H 1.06972 2.76445 -0.33899
```

Formally, the Löwdin partial charges of the atoms, in units of the elementary charge, are as follows: -0.1932 -0.2062 -0.2504 -0.0872 0.1067 0.1150 0.0464 0.0854 0.0762 -0.2663 -0.0677 0.1225 0.0901 0.0617 0.0751 0.0781 -0.2826 -0.2647 -0.0742 0.1210 0.1060 0.0585 0.0757 0.0792 -0.0846 0.1146 0.1203 0.0738 0.0787 0.0687 0.0197 0.3901 -0.1738 0.4802 0.0285 0.0120 -0.1896 -0.1932 -0.1875 -0.3390 0.3814 -0.0080 -0.0071 -0.1831 -0.1892 -0.1908 0.0340 0.0304 0.0055 0.0275 0.0290 0.0169 0.0164 0.0267 0.0297 0.0345 0.0255 0.0271 0.0427 0.0238 0.0512 0.0308 0.0274 0.0356 0.6291 -0.7683 -0.0850 -0.0631 -0.0684 -0.0877 -0.1198 0.1063 0.1133 0.1018 0.0996

---

The following is a quantum chemistry calculation of a structure of composition C21H47LuO2P3, from OMol25.

Computed properties:
charge	+3
HOMO energy (spin up / spin down)	-16.8 / -16.6	eV

```
74
C21H47LuO2P3 (the ωB97M-V functional and the def2-TZVPD basis)
Lu -0.41307 0.35206 0.31994
P 1.67074 -0.91505 1.97976
P 1.86814 2.06844 0.50771
P -0.64024 -2.50520 0.26480
H -0.41313 2.70069 -6.63795
C -1.30773 2.11118 -6.41591
C -2.12375 2.38655 -5.38708
H -1.91175 3.17321 -4.63419
C 3.10793 -1.81132 1.22239
C 2.70727 0.10204 3.13475
C 1.21597 -2.16771 3.27248
C 1.55460 3.21002 -0.89013
C 2.45372 3.29721 1.73364
C 3.49781 1.42320 -0.07013
C -1.73468 -2.70848 -1.17244
C -1.44418 -3.68061 1.42733
C 0.68269 -3.65122 -0.30648
H -1.54347 1.34171 -7.16686
H -3.11198 1.91235 -5.28983
H 3.80365 -2.12971 2.01722
H 3.59368 -1.12767 0.51420
H 2.72602 -2.68071 0.67554
H 3.38221 -0.59210 3.67213
H 2.05147 0.63101 3.84667
H 3.31192 0.83750 2.58059
H 1.99670 -2.94741 3.31218
H 0.23956 -2.63329 3.07016
H 1.16566 -1.65640 4.24772
H 2.31989 4.00162 -0.86980
H 0.54786 3.63659 -0.79026
H 1.59601 2.63838 -1.82630
H 3.29165 3.87774 1.32066
H 2.75234 2.86117 2.69169
H 1.61564 3.97667 1.92353
H 4.16614 2.27641 -0.29987
H 3.33622 0.82605 -0.97803
H 3.98426 0.77610 0.67019
H -1.95120 -3.78886 -1.23966
H -1.22280 -2.34272 -2.06275
H -2.65788 -2.12594 -1.04921
H -1.97252 -4.42645 0.81645
H -2.16285 -3.15529 2.06953
H -0.70342 -4.18138 2.06749
H 0.24092 -4.37770 -1.01298
H 1.13013 -4.18237 0.54424
H 1.45706 -3.07612 -0.82613
C -0.40181 0.34159 -2.95019
C 0.76783 -0.10413 -3.61668
C 0.64163 -1.07334 -4.61399
C -0.62805 -1.49579 -5.06141
C -1.77093 -0.87395 -4.52515
C -1.63899 0.15424 -3.61276
O -0.42504 0.75577 -1.68818
H 1.23010 -0.64084 -0.16376
H 1.73600 0.20316 -3.23195
H 1.55598 -1.44640 -5.09990
H -0.69398 -2.20371 -5.89699
H -2.79648 -1.12452 -4.84383
H -2.50042 0.72836 -3.31530
C -3.52394 -0.02207 3.50957
C -3.16462 0.61000 2.17322
O -1.69771 0.90646 2.02278
C -1.22334 1.59483 3.23823
C -1.89867 2.90973 3.54490
H -2.80773 -0.74823 3.92753
H -4.46085 -0.56827 3.39338
H -3.70787 0.71169 4.30025
H -3.41930 -0.08396 1.37412
H -3.65408 1.57145 2.03019
H -1.39314 0.84029 4.02444
H -0.13909 1.77713 3.09232
H -2.97857 2.92159 3.38619
H -1.73790 3.07760 4.61066
H -1.42229 3.72710 3.01530
```

Formally, the Löwdin partial charges of the atoms, in units of the elementary charge, are as follows: 1.3255 0.7396 0.7165 0.7146 0.0676 -0.0322 -0.0885 0.0713 -0.2436 -0.2552 -0.2186 -0.2663 -0.2461 -0.2556 -0.2744 -0.2460 -0.2491 0.0733 0.0658 0.0800 0.0274 0.0147 0.0836 0.0561 0.0124 0.0788 0.0065 0.0648 0.0724 0.0532 0.0384 0.0751 0.0385 0.0548 0.0831 0.0441 0.0221 0.0689 0.0270 0.0558 0.0678 0.0472 0.0520 0.0767 0.0607 0.0326 -0.3203 0.0346 0.0007 0.0243 -0.0392 -0.0159 -0.2834 -0.0063 0.1217 0.1414 0.1453 0.1465 0.1252 -0.0537 -0.1730 -0.4135 -0.2297 -0.0327 0.0947 0.1032 0.0970 0.1138 0.1224 0.1166 0.1013 0.0877 0.1113 0.0868